Model one:
A gas-phase ion, C4H11N3 (charge -1), computed with ωB97M-V/def2-TZVPD.

Each atom is followed by the atoms it is bonded to, with distances in Å.
Cartesian coordinates (Å):
1 C -1.4802 -0.8563 0.6422  C2 1.473, N7 1.459, H8 1.115, H9 1.119
2 C -0.5026 -0.8391 -0.4595  C1 1.473, C3 1.605, H10 1.115, H11 1.091
3 C -0.0652 0.6166 -0.9761  C2 1.605, N6 1.474, H12 1.143, H13 1.123
4 N 2.6941 0.1795 -0.2957  C5 1.469, H14 1.046, H15 0.993
5 C 1.7764 1.0027 0.5034  N4 1.469, N6 1.294, H16 1.069
6 N 0.6440 1.4193 0.0363  C3 1.474, C5 1.294
7 N -2.4860 0.1991 0.5757  C1 1.459, H17 1.003, H18 1.006
8 H -1.9784 -1.8309 0.8533  C1 1.115
9 H -0.8815 -0.6847 1.5713  C1 1.119
10 H -0.8318 -1.4693 -1.3184  C2 1.115
11 H 0.4502 -1.3282 -0.2529  C2 1.091
12 H 0.6882 0.2618 -1.7595  C3 1.143
13 H -0.9200 1.2010 -1.4106  C3 1.123
14 H 2.5605 0.1095 -1.3303  N4 1.046
15 H 3.5993 -0.1350 -0.0339  N4 0.993
16 H 2.1353 1.1932 1.4918  C5 1.069
17 H -3.2485 -0.0869 1.1619  N7 1.003
18 H -2.1537 1.0476 1.0008  N7 1.006

Properties
Spin multiplicity   2
HOMO-LUMO gap (alpha / beta)   2.7 / 8.3 eV
Net charge   -1
LUMO (alpha / beta)   3.9 / 3.7 eV
HOMO energy (alpha / beta)   1.23 / -4.56 eV



Model two:
A gas-phase ion, C4H11N3 (charge -1), computed with ωB97M-V/def2-TZVPD.

Each atom is followed by the atoms it is bonded to, with distances in Å.
Cartesian coordinates (Å):
1 C -1.1251 -0.1986 -2.5191  C2 1.575, H8 1.146, H9 1.093, H10 1.186
2 C -0.0343 -0.8064 -1.5590  C1 1.575, C3 1.455, H11 1.209, H12 1.173
3 C 0.3303 0.0750 -0.4606  C2 1.455, N4 1.548, H13 1.156, H14 1.228
4 N 0.3355 -0.5569 0.9524  C3 1.548, C5 1.520, H15 1.060
5 C 0.4322 0.3243 2.1869  N4 1.520, N6 1.324, N7 1.265
6 N 1.1734 1.4199 2.1322  C5 1.324, H16 1.028, H17 1.027
7 N -0.1581 -0.1115 3.2172  C5 1.265, H18 1.032
8 H -1.8553 0.3714 -1.8450  C1 1.146
9 H -0.4941 0.5782 -2.9580  C1 1.093
10 H -1.8645 -0.8105 -3.2162  C1 1.186
11 H -0.4399 -1.7951 -0.9941  C2 1.209
12 H 0.8256 -1.1188 -2.2922  C2 1.173
13 H -0.5324 0.8360 -0.5703  C3 1.156
14 H 1.4042 0.5987 -0.7445  C3 1.228
15 H -0.5496 -1.1135 1.1261  N4 1.060
16 H 1.2363 1.9644 3.0015  N6 1.028
17 H 1.9952 1.3232 1.5242  N6 1.027
18 H -0.6794 -0.9798 3.0184  N7 1.032

Properties
Spin multiplicity   2
HOMO-LUMO gap (alpha / beta)   2.8 / 9.3 eV
Net charge   -1
LUMO (alpha / beta)   4.1 / 4.1 eV
HOMO energy (alpha / beta)   1.24 / -5.24 eV



Most stable: model one



Model one:
A gas-phase ion, C6H14N3 (charge +1), computed with ωB97M-V/def2-TZVPD.

Each atom is followed by the atoms it is bonded to, with distances in Å.
Cartesian coordinates (Å):
1 C -0.2787 -0.7733 -1.4178  C2 1.459, N7 1.428, H10 1.024, H11 1.074
2 C -0.7021 -1.5248 -0.2408  C1 1.459, C4 1.475, N9 1.456
3 C 0.6405 0.8502 0.2048  C5 1.580, C6 1.554, N7 1.436, N8 1.497
4 C -2.1513 -1.7312 -0.0579  C2 1.475, H12 1.083, H13 1.047, H14 1.188
5 C -0.2892 2.1229 0.3113  C3 1.580, H15 1.165, H16 1.099, H17 1.039
6 C 2.1032 1.2670 0.5222  C3 1.554, H18 1.172, H19 1.105, H20 1.060
7 N 0.7873 0.0780 -0.9968  C1 1.428, C3 1.436, H21 0.947
8 N 0.0922 -0.1052 1.2181  C3 1.497, N9 1.388
9 N 0.2460 -1.4373 0.8611  C2 1.456, N8 1.388, H22 0.995, H23 1.092
10 H 0.0012 -1.4454 -2.1379  C1 1.024
11 H -1.1346 -0.2041 -1.7297  C1 1.074
12 H -2.4324 -2.3287 0.8000  C4 1.083
13 H -2.6100 -2.0178 -0.9545  C4 1.047
14 H -2.4806 -0.7121 0.4567  C4 1.188
15 H -1.3842 1.7258 0.3129  C5 1.165
16 H -0.0813 2.7725 -0.5503  C5 1.099
17 H -0.0438 2.6148 1.1927  C5 1.039
18 H 2.7925 0.3516 0.7667  C6 1.172
19 H 2.1158 2.0920 1.2566  C6 1.105
20 H 2.5368 1.6405 -0.3702  C6 1.060
21 H 1.1520 0.5136 -1.7546  N7 0.947
22 H -0.1375 -1.9439 1.6268  N9 0.995
23 H 1.2582 -1.8052 0.6804  N9 1.092

Properties
HOMO-LUMO gap (alpha / beta)   8.5 / 7.4 eV
Net charge   +1
LUMO (alpha / beta)   -4.8 / -5.4 eV
HOMO energy (alpha / beta)   -13.33 / -12.80 eV



Model two:
A gas-phase ion, C6H14N3 (charge +1), computed with ωB97M-V/def2-TZVPD.

Each atom is followed by the atoms it is bonded to, with distances in Å.
Cartesian coordinates (Å):
1 C 0.6028 1.3188 0.9768  C2 1.490, C5 1.514, H10 1.108, H11 1.022
2 C 1.4249 1.5645 -0.2413  C1 1.490, C5 1.542, H12 1.055, H13 1.128
3 C -0.3027 -0.1039 -1.0271  C5 1.539, N7 1.295, H14 1.056
4 C 1.7848 -0.9775 0.5056  C5 1.594, N9 1.493, H15 1.100
5 C 0.8043 0.1750 0.0056  C1 1.514, C2 1.542, C3 1.539, C4 1.594
6 C -3.6581 -0.2308 0.3126  N8 1.452, H16 1.055, H17 1.019, H18 1.095
7 N -1.5909 -0.0639 -0.8988  C3 1.295, N8 1.342, H19 0.995
8 N -2.2812 0.2199 0.2163  C6 1.452, N7 1.342, H20 1.019
9 N 3.0458 -1.2837 -0.2331  C4 1.493, H21 1.076, H22 1.065, H23 1.152
10 H 1.0107 1.2290 2.0035  C1 1.108
11 H -0.2441 1.8900 1.0081  C1 1.022
12 H 1.0751 2.2054 -1.0030  C2 1.055
13 H 2.5083 1.6128 0.0707  C2 1.128
14 H -0.0281 -0.5755 -1.9312  C3 1.056
15 H 1.2775 -1.8879 0.8574  C4 1.100
16 H -3.7555 -0.1258 1.3581  C6 1.055
17 H -4.0450 0.5093 -0.2718  C6 1.019
18 H -3.8929 -1.2403 -0.0415  C6 1.095
19 H -2.1789 -0.4640 -1.5954  N7 0.995
20 H -1.7963 0.3576 1.1023  N8 1.019
21 H 3.4969 -2.0008 0.4308  N9 1.076
22 H 3.7141 -0.4565 -0.2865  N9 1.065
23 H 3.0289 -1.6717 -1.3181  N9 1.152

Properties
HOMO-LUMO gap (alpha / beta)   6.9 / 7.0 eV
Net charge   +1
LUMO (alpha / beta)   -3.3 / -3.3 eV
HOMO energy (alpha / beta)   -10.27 / -10.27 eV



Most stable: model one